No. 1
A single C13H14 molecule at a distorted geometry, computed with the ωB97M-V functional and the def2-TZVPD basis.

Values from the calculation:
Molecular weight ... 170.26 g/mol
Energy ... -13705.252 eV
Largest force on an atom ... 4.6 eV/A
SMILES ... CC1(C)C[C@]12C=Cc1ccccc12
HOMO energy ... -8.2 eV
ΔE to the lowest compared entry with this formula, charge and spin ... 20.6 kcal per mole

Each line ends with the Löwdin charge.
Cartesian coordinates (Å):
C1 1.894 -2.243 -1.148  -0.06
C2 -1.141 1.801 2.437  -0.02
H1 2.642 -0.413 1.074  0.09
C3 1.093 0.763 1.976  -0.07
H2 1.793 -3.012 -0.381  0.07
H3 2.929 -1.655 -0.982  0.11
C4 -0.608 -1.944 -1.425  -0.04
H4 -0.728 -2.083 -2.557  0.10
H5 -0.722 -3.037 -1.019  0.11
H6 -1.829 1.021 -1.382  0.13
C5 1.136 0.110 -1.754  -0.01
H7 -0.951 2.069 3.485  0.12
C6 0.806 -0.066 -0.221  -0.21
H8 -3.590 2.091 0.153  0.12
C7 0.725 -1.218 -1.183  -0.49
H9 -2.966 2.718 2.354  0.07
C8 1.718 0.092 1.006  0.00
C9 -2.353 2.081 1.887  -0.12
C10 -0.205 1.163 1.622  -0.23
C11 -0.493 0.728 0.333  -0.06
H10 0.741 0.917 -2.357  0.10
H11 -1.462 -1.320 -1.112  0.05
H12 2.085 -2.576 -2.247  0.11
H13 1.529 0.887 3.051  0.15
C12 -2.565 1.866 0.575  -0.12
C13 -1.740 1.118 -0.243  -0.04
H14 2.262 0.141 -1.944  0.12



No. 2
2 unconnected molecules or ions with the total composition C13H14BF at a distorted geometry, computed with the ωB97M-V functional and the def2-TZVPD basis.

Values from the calculation:
Molecular weight ... 200.07 g/mol
Energy ... -17099.901 eV
Largest force on an atom ... 1.6 eV/A
SMILES ... Fc1ccc(Cc2ccccc2)cc1.B
HOMO energy ... -8.9 eV
ΔE to the lowest compared entry with this formula, charge and spin ... 0.0 kcal per mole

Each line ends with the Löwdin charge.
Cartesian coordinates (Å):
C1 -0.365 -1.194 -0.836  -0.20
H1 -0.962 0.264 2.942  -0.04
C2 0.620 3.645 -0.009  -0.09
H2 -1.131 2.876 -1.000  0.11
C3 -0.847 -3.560 -1.327  0.00
H3 -1.132 -1.894 -2.690  0.12
C4 -0.342 -3.884 -0.074  -0.27
C5 1.862 3.365 0.551  -0.10
F1 -0.631 -5.130 0.415  0.03
H4 2.442 4.121 1.068  0.10
B1 -2.072 0.587 2.582  0.09
H5 -2.405 1.733 2.270  -0.03
C6 2.383 2.088 0.412  -0.09
H6 0.630 -3.289 1.741  0.12
H7 -1.265 -4.303 -2.010  0.12
H8 0.248 4.665 0.043  0.10
C7 0.183 -1.589 0.409  -0.04
C8 -0.125 2.634 -0.640  -0.04
C9 1.652 1.071 -0.213  -0.06
H9 2.122 0.081 -0.231  0.11
C10 -0.815 -2.209 -1.686  -0.06
H10 -1.438 0.489 -1.809  0.13
C11 0.202 -2.950 0.798  0.00
H11 -2.917 -0.228 2.210  -0.03
H12 0.648 -0.859 1.066  0.09
H13 0.095 0.057 -2.494  0.12
H14 3.390 1.886 0.766  0.10
C12 0.365 1.312 -0.745  -0.21
C13 -0.394 0.213 -1.511  -0.09



No. 3
A molecular structure, C13H14Cl3NO at a distorted geometry, computed with the ωB97M-V functional and the def2-TZVPD basis.

Values from the calculation:
Molecular weight ... 306.62 g/mol
Energy ... -54802.435 eV
Largest force on an atom ... 19.1 eV/A
HOMO energy ... -8.6 eV
ΔE to the lowest compared entry with this formula, charge and spin ... 217.1 kcal per mole

Each line ends with the Löwdin charge.
Cartesian coordinates (Å):
O1 -0.218 1.096 -1.650  0.15
C1 2.162 -1.557 -0.537  -0.08
H1 2.732 -2.295 -1.526  0.19
H2 1.351 2.697 1.803  0.12
H3 -0.367 2.733 2.557  0.12
C2 0.550 -1.990 -0.392  -0.27
C3 -1.428 -2.501 -1.535  -0.01
C4 -1.929 -2.490 -0.055  -0.73
C5 -1.221 -2.292 0.878  -0.16
C6 -0.157 -2.100 -1.494  -0.12
H4 -1.667 0.396 1.167  -0.04
Cl1 0.783 4.254 -0.705  0.59
C7 2.048 -0.112 -1.149  -0.33
H5 2.700 -1.700 0.386  0.08
H6 3.392 0.126 -1.114  0.17
H7 0.902 -1.997 1.670  0.05
C8 0.306 -2.014 0.910  0.05
H8 1.882 0.826 0.648  0.05
C9 0.277 2.618 1.661  -0.12
H9 -2.368 1.904 1.602  0.11
C10 -1.746 1.269 0.919  0.00
H10 0.095 -2.023 -2.531  0.13
N1 1.724 0.742 -0.242  0.06
C11 -0.459 1.821 0.549  -0.39
H11 1.765 0.033 -2.201  0.13
Cl2 -3.611 -2.794 -0.225  0.69
C12 -0.247 3.297 0.511  -0.86
Cl3 -1.724 4.566 1.123  0.40
H12 -2.128 -2.584 -2.315  0.08
H13 -2.218 1.194 -0.174  0.17
H14 -1.509 -2.415 2.103  0.19
C13 0.325 1.293 -0.641  -0.39



No. 4
A single C13H14F3NO3 molecule, computed with the ωB97M-V functional and the def2-TZVPD basis.

Values from the calculation:
Molecular weight ... 289.25 g/mol
Energy ... -29495.005 eV
Largest force on an atom ... 0.5 eV/A
SMILES ... Cc1ccc(C(=O)OCC(=O)NCC(F)(F)F)cc1C
HOMO energy ... -9.1 eV
ΔE to the lowest compared entry with this formula, charge and spin ... 0.0 kcal per mole

Each line ends with the Löwdin charge.
Cartesian coordinates (Å):
C1 -0.036 -1.650 -2.533  -0.45
O1 0.702 0.456 -1.622  0.00
O2 1.309 -0.913 0.049  0.13
H1 2.009 -1.018 -2.234  0.14
H2 -0.317 4.579 3.895  0.08
C2 0.038 1.986 2.850  -0.22
H3 1.124 -0.105 -3.507  0.14
C3 -0.792 3.268 0.988  -0.03
H4 -1.470 -3.648 -2.785  0.14
C4 0.817 0.128 -0.312  -0.43
C5 0.318 1.188 0.581  -0.12
C6 -1.130 4.167 3.300  -0.04
N1 0.301 -2.739 -3.281  0.08
H5 -1.607 4.978 2.755  0.08
C7 -0.617 3.122 2.359  -0.23
F1 0.358 -5.081 -1.550  0.16
C8 0.243 1.798 4.321  -0.04
F2 1.241 -5.383 -3.485  0.13
F3 -0.697 -6.213 -3.046  0.14
H6 0.764 0.865 4.519  0.08
C9 0.495 1.034 1.955  0.04
H7 1.224 -2.824 -3.677  0.15
C10 -0.333 2.319 0.098  0.00
H8 0.829 2.618 4.735  0.08
H9 -1.301 4.145 0.614  0.11
C11 -0.581 -3.870 -3.385  -0.06
C12 1.050 -0.570 -2.521  -0.08
H10 0.999 0.146 2.307  0.12
O3 -1.098 -1.536 -1.980  0.11
H11 -0.713 1.779 4.842  0.08
C13 0.078 -5.139 -2.851  -0.62
H12 -0.870 -4.062 -4.425  0.14
H13 -0.480 2.440 -0.963  0.12
H14 -1.857 3.737 3.988  0.09



No. 5
A molecular structure, C13H14HgN2 at a distorted geometry, computed with the ωB97M-V functional and the def2-TZVPD basis.

Values from the calculation:
Molecular weight ... 398.86 g/mol
Energy ... -20856.887 eV
Largest force on an atom ... 4.3 eV/A
HOMO energy ... -7.0 eV
ΔE to the lowest compared entry with this formula, charge and spin ... 69.4 kcal per mole

Each line ends with the Löwdin charge.
Cartesian coordinates (Å):
Hg1 1.653 -0.545 -0.865  1.07
H1 3.797 1.370 3.324  0.10
C1 -4.545 -0.352 -0.399  -0.08
H2 -3.147 0.445 1.063  0.10
H3 2.703 -1.008 -2.283  -0.09
H4 -3.632 -1.780 -3.375  0.11
C2 1.649 1.560 3.482  -0.09
C3 -2.134 -0.377 -0.637  -0.27
C4 2.839 1.170 2.860  -0.07
C5 -3.282 -0.040 0.108  -0.03
H5 3.718 0.942 -2.061  -0.02
C6 -4.671 -0.985 -1.645  -0.08
C7 3.944 -0.117 -1.892  -0.28
N1 -0.854 0.425 1.035  0.07
C8 2.803 0.512 1.618  -0.15
C9 -3.523 -1.296 -2.398  -0.09
C10 -2.261 -0.993 -1.906  -0.03
H6 -0.527 1.570 3.312  0.11
C11 0.395 0.644 1.602  -0.32
H7 4.354 -0.350 -0.899  -0.04
C12 1.601 0.265 0.980  -0.32
H8 -5.429 -0.096 0.192  0.10
H9 1.673 2.066 4.438  0.10
H10 4.597 -0.500 -2.664  -0.03
H11 3.740 0.190 1.139  0.08
C13 0.437 1.296 2.871  -0.02
H12 -5.661 -1.234 -2.031  0.10
N2 -0.857 -0.132 -0.132  -0.01
H13 -1.345 -1.214 -2.454  0.10
H14 1.967 -1.436 -2.388  -0.04



No. 6
A molecular structure, C13H14HgN5O4S at a distorted geometry, computed with the ωB97M-V functional and the def2-TZVPD basis.

Values from the calculation:
Multiplicity ... 2
Molecular weight ... 536.94 g/mol
Energy ... -44354.808 eV
⟨S²⟩ ... 0.770
Largest force on an atom ... 1.5 eV/A
HOMO energy (alpha / beta) ... 0.2 / -1.6 eV
Total charge ... -2
ΔE to the lowest compared entry with this formula, charge and spin ... 16.9 kcal per mole

Each line ends with the Löwdin charge.
Cartesian coordinates (Å):
H1 3.538 1.944 0.259  0.11
N1 2.056 0.646 0.826  -0.06
H2 3.246 4.382 1.225  0.06
C1 1.260 -4.524 -2.007  -0.14
C2 -3.507 -0.359 1.524  -0.21
C3 -2.868 0.930 1.549  -0.34
N2 2.538 4.220 0.515  0.08
H3 -1.765 1.913 3.229  0.08
C4 -0.108 -0.510 -2.941  -0.67
O1 0.059 -0.260 -4.142  -0.05
N3 -0.280 3.803 0.450  -0.51
S1 -0.048 -1.641 0.358  0.54
C5 1.877 2.994 0.646  -0.43
H4 0.907 -4.072 0.055  0.07
O2 0.063 5.025 0.630  -0.16
H5 1.615 -5.533 -1.810  0.08
C6 0.394 -2.405 -1.159  -0.62
H6 1.487 -4.654 -4.148  0.08
N4 2.719 1.886 0.879  -0.08
H7 -2.028 -0.421 4.476  0.07
C7 -3.197 -1.018 2.684  -0.19
O3 -1.478 3.488 0.202  -0.16
H8 1.901 0.299 -0.123  0.04
C8 -2.242 1.025 2.847  -0.20
N5 0.587 2.811 0.518  0.08
C9 1.195 -4.038 -3.305  -0.14
H9 2.564 -0.047 1.366  0.06
C10 0.738 -2.752 -3.506  -0.07
O4 -0.613 0.296 -2.118  -0.16
H10 -3.298 1.802 1.068  0.07
C11 -2.419 -0.165 3.501  -0.19
C12 0.341 -1.906 -2.471  -0.14
C13 0.869 -3.714 -0.966  -0.19
H11 -3.487 -2.025 2.942  0.07
H12 1.777 4.926 0.535  0.04
H13 0.688 -2.336 -4.502  0.10
Hg1 -0.951 0.714 0.193  1.00
H14 -4.132 -0.722 0.721  0.08



No. 7
A molecular structure, C13H14N2O5W, computed with the ωB97M-V functional and the def2-TZVPD basis.

Values from the calculation:
Molecular weight ... 462.10 g/mol
Energy ... -28703.146 eV
Largest force on an atom ... 0.5 eV/A
HOMO energy ... -24.3 eV
Total charge ... +4

Each line ends with the Löwdin charge.
Cartesian coordinates (Å):
H1 -2.580 2.233 -0.369  0.18
H2 3.345 -1.302 -1.626  0.16
O1 1.151 -0.397 0.149  -0.26
C1 2.775 0.875 1.440  -0.06
H3 1.685 -1.023 2.156  0.19
H4 2.880 -2.422 0.424  0.16
N1 -2.615 1.374 0.197  0.08
W1 -0.770 0.231 0.309  2.07
C2 3.382 -0.631 -0.770  -0.03
C3 0.857 1.986 0.250  -0.45
C4 2.457 1.585 2.686  0.14
H5 -3.088 1.614 1.079  0.18
H6 3.013 2.340 -0.266  0.21
C5 2.327 1.577 0.110  -0.01
H7 -1.709 -2.486 -1.624  0.15
C6 -3.831 -2.086 -1.763  0.07
O2 -1.022 -0.422 1.806  -0.17
C7 2.213 0.332 -0.799  -0.07
H8 -5.875 -1.401 -1.730  0.17
H9 1.745 0.518 -1.760  0.18
H10 3.873 0.818 1.475  0.21
C8 -3.253 0.258 -0.509  -0.29
C9 -4.561 0.033 -0.796  0.11
O3 2.315 2.131 3.639  0.51
C10 2.209 -0.588 1.308  -0.07
C11 -4.848 -1.176 -1.457  0.12
H11 4.168 -1.465 1.141  0.17
O4 0.084 1.814 -0.760  -0.03
H12 -4.055 -3.016 -2.273  0.16
C12 3.238 -1.403 0.571  -0.04
O5 0.285 1.852 1.377  0.02
C13 -2.528 -1.809 -1.416  0.01
H13 4.317 -0.069 -0.849  0.17
H14 -5.338 0.748 -0.546  0.17
N2 -2.243 -0.622 -0.803  -0.10